Arrangement w

Entry from the OMol25 dataset: 12 unconnected molecules or ions with the total composition C48H96O12 (ωB97M-V/def2-TZVPD).

Positions of all 156 atoms, in Å:
C (-18.370, -0.240, 1.389)
C (-19.584, -0.799, 0.649)
C (-19.161, -0.771, -0.812)
O (-18.320, 0.370, -0.914)
C (-17.880, 0.804, 0.366)
H (-17.563, -0.973, 1.520)
H (-18.546, 0.070, 2.419)
H (-20.307, 0.014, 0.806)
H (-20.060, -1.691, 1.050)
H (-20.029, -0.684, -1.462)
H (-18.590, -1.678, -1.036)
H (-18.382, 1.754, 0.581)
H (-16.796, 0.911, 0.389)
C (-15.848, -0.982, 6.185)
C (-16.553, -0.543, 4.944)
C (-16.496, -1.854, 4.111)
O (-16.280, -2.930, 5.010)
C (-16.291, -2.431, 6.365)
H (-16.124, -0.429, 7.086)
H (-14.765, -1.000, 6.059)
H (-16.031, 0.221, 4.365)
H (-17.575, -0.205, 5.126)
H (-15.725, -1.781, 3.339)
H (-17.432, -2.023, 3.569)
H (-15.568, -2.945, 6.994)
H (-17.300, -2.493, 6.776)
C (-16.299, 3.891, 11.302)
C (-17.802, 4.194, 11.138)
C (-17.830, 5.006, 9.835)
O (-16.855, 4.408, 9.039)
C (-15.749, 4.114, 9.890)
H (-16.102, 2.911, 11.726)
H (-15.869, 4.674, 11.931)
H (-18.198, 4.716, 12.010)
H (-18.335, 3.242, 11.082)
H (-17.716, 6.072, 10.074)
H (-18.804, 4.840, 9.368)
H (-15.001, 4.909, 9.855)
H (-15.236, 3.221, 9.526)
C (-12.752, 2.527, 6.843)
C (-11.640, 1.526, 7.188)
C (-12.295, 0.522, 8.181)
O (-13.576, 1.072, 8.461)
C (-14.004, 1.775, 7.323)
H (-12.746, 2.723, 5.773)
H (-12.611, 3.431, 7.434)
H (-10.834, 2.083, 7.666)
H (-11.202, 1.040, 6.317)
H (-11.741, 0.465, 9.117)
H (-12.353, -0.499, 7.795)
H (-14.870, 2.414, 7.484)
H (-14.273, 1.075, 6.521)
C (-24.249, 3.244, 3.987)
C (-23.255, 2.086, 3.837)
C (-22.650, 2.310, 2.451)
O (-22.919, 3.664, 2.148)
C (-23.534, 4.344, 3.218)
H (-24.537, 3.482, 5.015)
H (-25.240, 2.971, 3.607)
H (-23.532, 1.042, 3.973)
H (-22.492, 2.301, 4.596)
H (-23.155, 1.632, 1.757)
H (-21.567, 2.173, 2.433)
H (-24.160, 5.219, 3.018)
H (-22.735, 4.861, 3.776)
C (-14.150, 6.122, 7.416)
C (-13.093, 6.550, 8.424)
C (-11.904, 6.934, 7.587)
O (-11.912, 5.987, 6.518)
C (-13.285, 5.842, 6.132)
H (-14.831, 6.957, 7.262)
H (-14.684, 5.206, 7.650)
H (-12.833, 5.780, 9.153)
H (-13.459, 7.389, 9.024)
H (-10.958, 6.860, 8.128)
H (-11.889, 7.951, 7.176)
H (-13.592, 4.868, 5.766)
H (-13.419, 6.627, 5.381)
C (-19.309, 5.728, 1.504)
C (-18.403, 6.909, 1.144)
C (-18.981, 8.118, 1.881)
O (-20.063, 7.620, 2.643)
C (-20.544, 6.451, 2.012)
H (-18.975, 5.084, 2.317)
H (-19.486, 5.162, 0.591)
H (-18.352, 7.055, 0.063)
H (-17.340, 6.804, 1.386)
H (-19.259, 8.879, 1.139)
H (-18.275, 8.617, 2.547)
H (-21.306, 6.657, 1.248)
H (-21.098, 5.853, 2.741)
C (-22.455, 4.770, 7.366)
C (-22.135, 3.346, 7.818)
C (-21.701, 3.524, 9.271)
O (-22.096, 4.840, 9.637)
C (-22.968, 5.371, 8.657)
H (-23.209, 4.754, 6.573)
H (-21.583, 5.244, 6.915)
H (-21.374, 2.821, 7.238)
H (-23.028, 2.717, 7.735)
H (-20.608, 3.480, 9.325)
H (-22.075, 2.755, 9.952)
H (-22.867, 6.456, 8.690)
H (-24.013, 5.072, 8.812)
C (-19.253, 7.799, 5.688)
C (-19.007, 7.559, 7.166)
C (-20.043, 8.441, 7.832)
O (-21.097, 8.566, 6.855)
C (-20.776, 7.905, 5.628)
H (-18.912, 7.041, 4.981)
H (-18.798, 8.740, 5.368)
H (-18.005, 7.931, 7.403)
H (-19.019, 6.487, 7.361)
H (-19.709, 9.430, 8.133)
H (-20.478, 7.846, 8.640)
H (-21.159, 8.359, 4.717)
H (-21.239, 6.908, 5.658)
C (-18.381, 3.720, 5.397)
C (-18.609, 3.052, 4.040)
C (-17.340, 3.364, 3.221)
O (-16.393, 3.919, 4.148)
C (-16.852, 3.719, 5.475)
H (-18.822, 3.175, 6.228)
H (-18.684, 4.766, 5.318)
H (-19.528, 3.392, 3.564)
H (-18.621, 1.963, 4.142)
H (-17.537, 4.199, 2.547)
H (-17.029, 2.403, 2.813)
H (-16.491, 4.549, 6.089)
H (-16.358, 2.808, 5.841)
C (-12.916, 5.799, 2.162)
C (-14.444, 5.922, 1.905)
C (-14.640, 7.400, 1.534)
O (-13.559, 8.101, 2.123)
C (-12.419, 7.249, 2.211)
H (-12.357, 5.197, 1.447)
H (-12.889, 5.248, 3.103)
H (-14.937, 5.773, 2.866)
H (-14.887, 5.285, 1.143)
H (-15.608, 7.744, 1.894)
H (-14.510, 7.539, 0.453)
H (-11.840, 7.416, 3.117)
H (-11.831, 7.466, 1.316)
C (-15.403, 3.452, -3.267)
C (-16.101, 2.953, -1.982)
C (-16.315, 4.254, -1.254)
O (-15.008, 4.844, -1.400)
C (-14.502, 4.552, -2.692)
H (-16.146, 3.823, -3.973)
H (-14.923, 2.564, -3.677)
H (-15.448, 2.371, -1.326)
H (-16.919, 2.272, -2.228)
H (-16.569, 4.192, -0.196)
H (-17.033, 4.941, -1.720)
H (-13.498, 4.131, -2.617)
H (-14.507, 5.419, -3.356)

Gap between HOMO and LUMO: 9.56 eV
M: 865.28 g/mol

***

Arrangement x

Entry from the OMol25 dataset: 12 unconnected molecules or ions with the total composition C48H96O12 (ωB97M-V/def2-TZVPD).

Positions of all 156 atoms, in Å:
C (3.411, -4.049, -3.091)
C (2.474, -4.401, -1.949)
C (2.600, -3.215, -0.983)
O (3.956, -2.802, -1.142)
C (4.343, -2.977, -2.491)
H (2.851, -3.617, -3.923)
H (3.923, -4.940, -3.450)
H (2.731, -5.311, -1.399)
H (1.456, -4.620, -2.280)
H (2.451, -3.481, 0.063)
H (1.890, -2.413, -1.209)
H (5.371, -3.346, -2.488)
H (4.320, -2.038, -3.050)
C (-1.125, -3.699, -0.171)
C (-0.748, -5.044, 0.423)
C (-1.689, -5.957, -0.348)
O (-2.883, -5.220, -0.512)
C (-2.646, -3.835, -0.301)
H (-0.647, -3.565, -1.148)
H (-0.755, -2.874, 0.442)
H (-0.981, -5.021, 1.492)
H (0.311, -5.284, 0.319)
H (-1.823, -6.945, 0.099)
H (-1.265, -6.178, -1.341)
H (-3.131, -3.499, 0.621)
H (-3.032, -3.224, -1.119)
C (2.507, -2.439, 4.572)
C (1.790, -2.787, 5.869)
C (0.519, -3.467, 5.349)
O (0.324, -3.057, 3.977)
C (1.373, -2.163, 3.615)
H (3.191, -3.234, 4.269)
H (3.113, -1.528, 4.622)
H (1.539, -1.910, 6.463)
H (2.396, -3.443, 6.491)
H (-0.370, -3.185, 5.913)
H (0.653, -4.548, 5.287)
H (1.050, -1.123, 3.752)
H (1.636, -2.302, 2.566)
C (0.895, -0.126, 0.350)
C (0.021, -0.075, -0.883)
C (-0.636, 1.294, -0.788)
O (-0.806, 1.473, 0.636)
C (-0.079, 0.490, 1.360)
H (1.721, 0.585, 0.267)
H (1.235, -1.116, 0.644)
H (-0.805, -0.795, -0.809)
H (0.425, -0.341, -1.862)
H (-1.637, 1.296, -1.212)
H (-0.015, 2.079, -1.229)
H (-0.805, -0.263, 1.693)
H (0.446, 0.869, 2.240)
C (-4.408, 0.291, -3.682)
C (-3.820, 1.657, -4.034)
C (-2.293, 1.417, -4.094)
O (-2.098, 0.177, -3.421)
C (-3.205, -0.656, -3.681)
H (-5.135, -0.068, -4.414)
H (-4.875, 0.230, -2.701)
H (-4.021, 2.363, -3.226)
H (-4.277, 2.077, -4.928)
H (-1.838, 2.236, -3.540)
H (-1.869, 1.354, -5.097)
H (-3.338, -1.445, -2.938)
H (-3.048, -1.182, -4.634)
C (1.307, -1.227, -6.343)
C (2.692, -1.028, -6.886)
C (3.483, -0.743, -5.596)
O (2.513, -0.344, -4.618)
C (1.237, -0.172, -5.249)
H (1.227, -2.215, -5.880)
H (0.532, -1.150, -7.109)
H (2.693, -0.163, -7.555)
H (3.126, -1.861, -7.438)
H (4.298, -0.030, -5.733)
H (3.936, -1.662, -5.214)
H (1.059, 0.846, -5.608)
H (0.471, -0.404, -4.507)
C (0.308, 4.536, 2.854)
C (0.576, 6.000, 3.141)
C (1.916, 6.214, 2.449)
O (2.079, 5.156, 1.496)
C (0.892, 4.331, 1.470)
H (-0.756, 4.278, 2.818)
H (0.788, 3.843, 3.545)
H (0.578, 6.158, 4.220)
H (-0.181, 6.666, 2.727)
H (2.777, 6.191, 3.122)
H (1.965, 7.164, 1.908)
H (1.239, 3.307, 1.343)
H (0.237, 4.682, 0.669)
C (0.433, 0.863, 7.711)
C (1.666, 0.947, 6.803)
C (1.090, 1.295, 5.452)
O (-0.160, 0.612, 5.420)
C (-0.657, 0.392, 6.744)
H (0.233, 1.854, 8.120)
H (0.587, 0.168, 8.534)
H (2.250, 0.029, 6.850)
H (2.334, 1.714, 7.209)
H (1.757, 0.949, 4.658)
H (0.919, 2.365, 5.303)
H (-0.840, -0.672, 6.908)
H (-1.584, 0.959, 6.832)
C (-6.027, 1.194, 0.702)
C (-4.627, 1.180, 0.093)
C (-4.082, -0.228, 0.455)
O (-5.092, -0.914, 1.152)
C (-5.952, 0.064, 1.732)
H (-6.793, 0.851, 0.003)
H (-6.371, 2.136, 1.126)
H (-3.949, 1.905, 0.545)
H (-4.656, 1.359, -0.979)
H (-3.141, -0.115, 1.010)
H (-3.792, -0.775, -0.449)
H (-5.527, 0.367, 2.699)
H (-6.911, -0.395, 1.966)
C (2.364, 3.439, -5.338)
C (1.795, 3.970, -6.649)
C (0.464, 4.558, -6.228)
O (-0.009, 3.767, -5.155)
C (1.144, 3.320, -4.401)
H (3.087, 4.098, -4.856)
H (2.843, 2.461, -5.394)
H (1.628, 3.133, -7.327)
H (2.409, 4.735, -7.121)
H (-0.237, 4.531, -7.066)
H (0.539, 5.597, -5.883)
H (0.916, 2.347, -3.972)
H (1.203, 3.973, -3.523)
C (-3.547, -2.771, 3.505)
C (-2.931, -1.475, 4.056)
C (-4.054, -0.863, 4.904)
O (-5.060, -1.865, 5.048)
C (-4.512, -3.098, 4.641)
H (-2.911, -3.616, 3.256)
H (-4.161, -2.459, 2.655)
H (-2.658, -0.760, 3.279)
H (-2.019, -1.694, 4.615)
H (-4.493, -0.042, 4.330)
H (-3.746, -0.460, 5.871)
H (-5.284, -3.824, 4.364)
H (-4.039, -3.632, 5.480)
C (4.429, 1.462, -0.734)
C (4.254, 2.963, -0.587)
C (3.876, 3.408, -1.989)
O (3.020, 2.354, -2.422)
C (3.557, 1.122, -1.956)
H (4.144, 0.965, 0.195)
H (5.472, 1.178, -0.885)
H (5.111, 3.471, -0.138)
H (3.427, 3.191, 0.091)
H (4.747, 3.496, -2.654)
H (3.337, 4.353, -2.052)
H (4.229, 0.677, -2.693)
H (2.750, 0.433, -1.720)

Gap between HOMO and LUMO: 9.72 eV
M: 865.28 g/mol

***

Verdict on stability: arrangement w comes out at the bottom.

***

Arrangement w

Entry from the OMol25 dataset: a gas-phase ion, C7H8N3O (charge +1) (ωB97M-V/def2-TZVPD).

Positions of all 19 atoms, in Å:
C (-1.405, 1.379, 1.529)
C (-1.433, 0.119, 2.049)
C (0.088, -0.613, 0.387)
C (-0.526, 1.777, 0.400)
C (0.254, 0.672, -0.038)
C (1.571, -1.317, -1.681)
C (1.711, -2.697, -1.796)
N (1.717, -0.131, -1.804)
N (-0.693, -0.837, 1.461)
N (-0.867, 2.965, -0.086)
O (1.191, 0.940, -1.167)
H (-1.993, 2.070, 2.064)
H (-1.906, -0.238, 2.991)
H (0.758, -3.185, -1.672)
H (2.109, -3.079, -2.803)
H (2.496, -2.998, -1.066)
H (-0.973, -1.743, 1.646)
H (-1.820, 3.304, 0.172)
H (-0.279, 3.612, -0.586)

Gap between HOMO and LUMO: 8.47 eV
M: 150.16 g/mol
Net charge: +1

***

Arrangement x

Entry from the OMol25 dataset: a gas-phase ion, C7H8N3O (charge +1) (ωB97M-V/def2-TZVPD).

Positions of all 19 atoms, in Å:
N (-2.614, -0.514, -0.583)
C (-1.671, 0.372, -0.190)
C (-1.775, 1.757, 0.059)
N (-0.533, 2.191, 0.195)
C (0.361, 1.297, -0.004)
N (-0.278, 0.050, -0.255)
C (0.232, -1.215, -0.004)
C (1.571, -1.451, -0.008)
C (2.853, -0.715, 0.196)
C (3.307, 0.383, -0.186)
O (3.986, 1.397, -0.325)
H (-3.595, -0.161, -0.269)
H (-2.469, -1.563, -0.365)
H (-2.686, 2.341, 0.133)
H (-0.391, 3.141, 0.241)
H (1.177, 1.573, -0.053)
H (-0.579, -1.866, 0.333)
H (1.802, -2.518, 0.211)
H (3.615, -1.490, 0.153)

Gap between HOMO and LUMO: 8.61 eV
M: 150.16 g/mol
Net charge: +1

***

Verdict on stability: arrangement w comes out at the bottom.